No. 1
Below is a 6-piece molecular cluster, C49H95BN5O13 overall at a distorted geometry, with properties calculated with ωB97M-V/def2-TZVPD.

Output
Total energy   -3200.8116 hartree
Frontier orbital gap   8.127 eV
E_HOMO   -5.89 eV
Net charge   -1

Last column: Mulliken charge in e.
Atoms and positions in Å:
O1 0.7530 -19.7697 -11.3288  -0.6557
C1 1.9525 -19.7516 -11.1756  0.1849
O2 2.6054 -18.9961 -10.3645  -0.6490
B1 4.0957 -19.1405 -10.6034  1.3068
O3 4.1526 -20.2126 -11.6195  0.4329
C2 2.9319 -20.5979 -11.9737  0.6066
O4 2.6373 -21.4951 -12.7003  -0.5123
O5 4.9692 -19.4502 -9.4999  -0.5686
C3 5.7246 -18.3648 -9.2164  0.4660
O6 6.2671 -18.1787 -8.1747  -0.6214
C4 5.6880 -17.5245 -10.4731  0.5880
O7 4.5844 -17.8482 -11.1046  -0.8485
O8 6.3828 -16.5617 -10.6801  -0.7891
C5 -2.6724 -20.0851 -8.0901  -2.1272
C6 -3.4100 -21.0076 -9.0653  2.3361
C7 -4.8448 -21.1012 -8.5240  -1.3700
C8 -5.9178 -21.6071 -9.4794  -0.7257
C9 -5.6664 -20.8757 -10.7922  -1.4463
C10 -4.2701 -20.8343 -11.4508  1.9092
N1 -3.4048 -20.3090 -10.3772  -0.2072
O9 -2.1188 -20.0889 -10.8758  -0.2861
C11 -3.9914 -22.2469 -12.0078  -1.6684
C12 -4.3565 -19.8584 -12.6115  -1.9734
C13 -2.8006 -22.4037 -9.0408  -1.6834
H1 -2.8717 -20.2175 -7.0245  0.3996
H2 -2.9414 -19.0352 -8.2200  0.5021
H3 -1.6049 -20.2002 -8.2910  0.3596
H4 -4.8855 -21.9687 -7.8474  0.2575
H5 -5.1713 -20.2093 -7.9919  0.4894
H6 -6.8300 -21.4297 -8.9073  0.3856
H7 -5.8554 -22.6826 -9.6793  0.3361
H8 -5.9642 -19.8341 -10.6110  0.4644
H9 -6.4629 -21.1905 -11.4836  0.4252
H10 -4.5812 -22.3706 -12.9138  0.5296
H11 -2.9344 -22.4344 -12.2171  0.2690
H12 -4.2935 -23.0331 -11.3154  0.3113
H13 -3.3723 -19.7019 -13.0567  0.3790
H14 -4.9807 -20.1098 -13.4730  0.3743
H15 -4.7751 -18.9011 -12.2908  0.4004
H16 -3.3842 -23.2215 -9.4548  0.3381
H17 -2.5211 -22.6765 -8.0183  0.5060
H18 -1.8010 -22.3968 -9.4942  0.1625
H19 -1.7326 -20.9484 -11.1327  0.3523
C14 8.0346 -12.4695 -9.4517  -1.6037
C15 7.1858 -11.8955 -10.6398  1.4168
C16 8.1054 -10.8228 -11.2812  -1.2852
C17 9.1695 -11.3802 -12.2194  -0.5815
C18 8.4108 -12.1255 -13.2960  -1.4934
C19 7.5829 -13.3169 -12.7964  1.7350
N2 6.7805 -12.8897 -11.5975  0.4547
O10 5.8410 -13.8210 -11.1434  -0.4121
C20 6.5618 -13.6777 -13.8836  -1.9499
C21 8.4661 -14.5134 -12.4560  -1.1814
C22 5.9824 -11.1461 -10.0384  -1.9944
H20 8.9838 -12.8412 -9.8335  0.3610
H21 7.4254 -13.3324 -9.1503  0.3389
H22 8.1296 -11.8978 -8.5304  0.4173
H23 7.4687 -10.1019 -11.8042  0.3933
H24 8.5985 -10.2719 -10.4772  0.4241
H25 9.8045 -12.0876 -11.6797  0.3214
H26 9.8068 -10.5418 -12.5012  0.3451
H27 8.9923 -12.3269 -14.2012  0.4496
H28 7.6223 -11.5136 -13.7556  0.4406
H29 5.9920 -14.5387 -13.5299  0.3088
H30 5.8366 -12.8615 -13.9117  0.5274
H31 6.9608 -13.8508 -14.8813  0.3170
H32 9.1925 -14.2169 -11.6957  0.2481
H33 7.9459 -15.3722 -12.0297  0.1051
H34 8.9705 -14.8700 -13.3566  0.4324
H35 5.4084 -11.8070 -9.3855  0.3877
H36 5.3487 -10.7689 -10.8406  0.4442
H37 6.2961 -10.3393 -9.3733  0.3953
H38 6.3782 -14.5994 -10.9107  0.5070
C23 -0.2563 -24.0965 -11.3161  -2.8462
C24 0.8123 -25.0181 -11.9276  2.7793
C25 0.2650 -26.4499 -11.6668  -1.4533
C26 1.1014 -27.5212 -12.4328  -0.7591
C27 1.0279 -27.1475 -13.9149  -1.3313
C28 1.5691 -25.7153 -14.2966  1.6095
N3 0.9660 -24.7869 -13.3378  0.3220
O11 1.1018 -23.4158 -13.6345  -0.4076
C29 3.0937 -25.7531 -14.2480  -1.5330
C30 1.0498 -25.3883 -15.7015  -1.9662
C31 2.1542 -24.8570 -11.1330  -1.6678
H39 -1.2649 -24.2702 -11.7046  0.5108
H40 0.0430 -23.0481 -11.3498  0.5065
H41 -0.5037 -24.2987 -10.2657  0.5585
H42 0.2791 -26.7758 -10.6260  0.3920
H43 -0.7663 -26.5564 -12.0092  0.4582
H44 0.6919 -28.5322 -12.3358  0.4262
H45 2.0862 -27.6771 -11.9856  0.3418
H46 -0.0194 -27.1731 -14.2230  0.3739
H47 1.5529 -27.8117 -14.6066  0.5405
H48 3.5051 -24.8394 -14.6836  0.2625
H49 3.4518 -25.9389 -13.2382  0.3797
H50 3.4342 -26.5820 -14.8738  0.4793
H51 -0.0087 -25.1423 -15.6278  0.4296
H52 1.5689 -24.5195 -16.1045  0.3312
H53 1.1768 -26.2692 -16.3316  0.3930
H54 2.9811 -24.6038 -11.7907  0.0377
H55 2.5261 -25.7368 -10.5902  0.1693
H56 1.9474 -24.2179 -10.2716  0.4394
H57 2.0618 -23.2926 -13.6911  0.3779
C32 5.3432 -19.7197 -14.7177  -1.2488
C33 6.3599 -20.8630 -14.6427  1.7305
C34 6.8503 -21.0918 -16.1123  -1.3197
C35 7.6651 -19.9072 -16.6477  -0.6446
C36 8.8870 -19.7416 -15.7277  -1.2890
C37 8.5956 -19.5436 -14.2294  2.5043
N4 7.5448 -20.5148 -13.8755  -0.0352
O12 7.2854 -20.4200 -12.4816  0.1494
C38 9.8823 -19.8249 -13.4673  -2.1273
C39 8.0743 -18.1389 -14.0741  -2.0012
C40 5.6581 -22.1811 -14.3169  -1.8379
H58 5.6105 -18.8266 -15.2768  0.2840
H59 5.1330 -19.4041 -13.6948  0.0245
H60 4.4482 -20.0692 -15.2370  0.4876
H61 7.5713 -21.9106 -16.1746  0.4050
H62 6.0310 -21.2154 -16.8224  0.4239
H63 7.0686 -18.9986 -16.7152  0.3149
H64 8.0427 -20.1822 -17.6347  0.4077
H65 9.4994 -18.9007 -16.0662  0.3594
H66 9.5078 -20.6264 -15.9043  0.3906
H67 10.7937 -19.2728 -13.7078  0.3836
H68 9.7261 -19.5766 -12.4143  0.3330
H69 10.1410 -20.8762 -13.6003  0.4610
H70 8.8239 -17.3686 -13.8530  0.5746
H71 7.4456 -17.7545 -14.8739  0.2513
H72 7.4810 -17.9858 -13.1623  0.0028
H73 4.7726 -22.3438 -14.9206  0.4415
H74 5.4720 -22.1370 -13.2379  -0.0258
H75 6.3216 -23.0467 -14.3903  0.3880
H76 6.4979 -19.8594 -12.3730  -0.1996
C41 5.4878 -25.0465 -8.0757  -1.8836
C42 6.7675 -24.9596 -8.9105  2.1277
C43 6.5669 -24.3292 -10.2898  -1.7613
C44 6.2939 -22.8240 -10.2580  1.6560
C45 7.3862 -22.1331 -9.4488  -1.4179
C46 7.6139 -22.6798 -8.0163  2.3554
N5 7.7610 -24.1457 -8.1519  0.1889
O13 8.1143 -24.7680 -6.9338  -0.4805
C47 8.9294 -22.0767 -7.5325  -2.2062
C48 6.4622 -22.2773 -7.0566  -1.5889
C49 7.3326 -26.3678 -9.2006  -2.0982
H77 4.7993 -24.2024 -8.1301  0.3451
H78 4.9006 -25.9117 -8.4188  0.4203
H79 5.5206 -25.2717 -7.0072  0.3407
H80 7.4117 -24.4858 -10.9665  0.2813
H81 5.7482 -24.6680 -10.9376  0.4289
H82 6.3891 -22.5055 -11.2969  -0.9219
H83 5.3045 -22.5313 -9.9025  0.1278
H84 7.1291 -21.0905 -9.2438  -0.2359
H85 8.3261 -22.2049 -9.9978  0.4720
H86 9.7954 -22.4746 -8.0794  0.4736
H87 9.2621 -22.3724 -6.5338  0.4506
H88 8.9249 -20.9992 -7.6887  0.4008
H89 6.1565 -23.1853 -6.5377  0.3609
H90 5.6229 -21.8316 -7.5859  0.1680
H91 6.8044 -21.6673 -6.2198  0.4287
H92 8.3290 -26.3172 -9.6415  0.4678
H93 7.4268 -26.9061 -8.2541  0.4663
H94 6.6817 -26.9196 -9.8762  0.3336
H95 8.9871 -25.1202 -7.1366  0.3474

Atomic forces in eV per Å
0.6 -0.2 0.2
-2.1 -0.2 -0.9
1.8 0.8 1.3
-1.0 -0.3 -0.6
0.3 -0.1 -0.2
0.3 -0.1 0.6
0.3 -0.1 -0.5
-0.3 0.2 0.8
0.0 -1.8 0.3
0.3 0.3 -0.1
-0.6 2.0 0.7
0.6 0.0 -1.0
0.2 -0.5 -0.3
0.8 0.3 -0.1
-0.9 0.5 0.6
-0.3 -2.0 0.3
1.6 0.5 -0.7
-2.7 1.1 -0.3
-1.6 -1.0 0.9
-0.6 -0.3 -0.6
0.4 -0.3 0.2
0.5 -0.1 0.4
0.4 1.0 -0.4
1.5 -0.1 0.3
0.0 -0.8 -0.1
0.0 -0.1 -0.6
0.1 0.3 0.3
0.7 0.7 0.9
0.1 0.1 -0.2
-0.5 0.2 -0.9
0.2 0.0 0.4
0.3 0.1 0.0
0.5 -0.2 -0.5
0.2 -0.1 -0.1
0.0 0.1 -0.3
-0.1 0.1 0.0
0.1 0.2 0.3
-0.2 -0.8 0.4
0.4 0.1 0.2
-0.2 0.2 -0.1
-0.5 0.1 0.2
-0.2 0.0 -0.4
0.1 0.3 0.1
-1.4 -1.5 -0.5
1.4 1.2 1.5
-0.3 -0.1 0.0
-0.8 -0.1 0.6
-0.7 0.6 -1.1
-0.3 -0.4 0.6
0.2 1.2 -1.5
0.8 -0.1 0.0
-0.6 0.0 0.7
0.3 -0.1 0.2
-0.1 -0.6 0.1
0.2 0.1 0.3
0.4 -0.2 0.2
0.2 0.6 -0.4
0.1 0.0 -0.3
-0.2 0.0 0.2
0.1 0.1 0.0
0.0 -0.2 -0.6
0.3 -0.8 0.4
0.2 0.7 0.4
0.1 -0.2 -0.3
0.1 0.0 -0.2
0.3 -0.1 0.1
0.2 -0.1 -0.2
-0.3 0.1 -0.1
0.2 0.1 0.1
-0.2 -0.1 -0.3
-0.1 0.1 0.1
0.3 0.2 -0.3
-0.5 -0.2 0.2
-0.5 0.4 0.4
0.1 -1.3 1.7
0.9 -1.4 -0.9
-0.6 0.1 -0.3
0.6 0.8 -0.5
-0.8 -0.7 1.2
-1.7 -0.2 -0.6
0.7 -0.9 -0.4
-0.1 -0.1 -0.5
0.1 0.1 0.6
-0.4 -0.4 0.8
0.3 0.3 -0.9
-0.2 0.0 -0.3
0.9 -0.3 0.2
0.0 0.7 0.3
-0.1 0.3 -0.1
-0.5 0.2 0.1
0.3 0.6 -0.4
-0.1 0.0 0.1
0.1 -0.3 0.3
0.2 0.1 0.3
0.1 0.1 0.0
0.1 0.1 0.0
0.0 -0.1 -0.1
0.0 -0.1 -0.2
0.1 0.1 -0.2
-0.1 0.9 0.3
-0.4 -0.5 -0.5
0.6 0.8 -0.4
-0.1 0.7 0.3
-0.6 0.0 0.4
0.5 0.6 -3.6
0.9 1.3 -0.3
0.5 -0.3 0.8
0.2 0.1 -0.8
-0.7 0.1 -2.1
0.9 -1.6 1.3
-0.4 -0.1 -0.1
-0.1 -0.2 1.0
-0.2 1.9 1.5
1.1 0.1 2.2
0.6 -0.1 0.1
-0.6 0.1 -0.2
-0.2 -0.1 0.5
-0.5 -0.5 0.2
-0.3 -0.5 0.4
0.1 0.0 -0.1
-0.1 0.3 -0.1
0.0 0.1 0.1
0.0 -0.1 0.3
-0.4 0.4 -0.7
-0.1 -0.5 0.1
-0.2 -0.1 0.3
0.5 -0.3 -0.6
0.1 -0.3 -0.3
-0.2 -0.5 0.0
-0.1 0.2 0.1
-0.9 -0.2 -0.2
0.2 0.2 -0.5
0.1 0.0 0.0
-1.8 -1.2 -0.4
0.1 0.1 0.5
-0.9 1.4 -0.6
1.0 0.1 0.2
-0.3 0.2 0.7
-0.3 -0.5 -0.2
1.1 0.1 -1.7
-0.3 -0.1 0.2
1.1 -0.7 -0.1
0.4 -0.7 0.4
0.2 0.2 1.1
0.3 0.2 -0.4
-0.1 0.1 -0.3
1.1 0.2 0.0
0.5 -0.1 0.6
-0.3 -1.0 0.8
-0.2 0.4 0.1
-0.1 -0.3 0.0
0.2 0.1 -0.5
0.1 0.2 0.0
-0.4 0.1 -0.7
-0.8 0.4 0.4
-0.1 0.1 0.4
-0.3 0.0 -0.1
-0.1 0.1 0.2
0.0 0.5 -0.4
0.0 0.2 -0.1
-0.1 -0.2 -0.1
-0.1 0.1 0.0
0.0 0.0 0.2

=====

No. 2
Below is C23H26N2O6RuSi2 as an isolated structure at a distorted geometry, with properties calculated with ωB97M-V/def2-TZVPD.

Output
2S+1   2
Total energy   -2127.0328 hartree
Frontier orbital gap (spin up / spin down)   7.313 / 7.484 eV
E_HOMO (spin up / spin down)   -4.80 / -5.08 eV
Relative energy (zero: lowest compared OMol25 entry of this formula, charge and spin)   31.51 kcal per mole
Net charge   -1

Last column: Mulliken charge in e.
Atoms and positions in Å:
Ru1 0.3463 -0.0237 0.5490  -0.0522
O1 -5.9655 -0.0559 -0.3461  -0.5668
C1 -4.6056 -0.0213 -0.1952  1.0725
C2 -3.7458 0.1272 -1.2662  -0.6384
C3 -2.3693 0.1759 -1.0499  -0.2711
N1 -1.8551 0.0230 0.1955  0.8931
C4 -2.6861 -0.1373 1.2229  -0.0407
C5 -4.0564 -0.1468 1.0978  -0.8046
C6 -2.0243 -0.3419 2.5969  0.1707
O2 -2.7325 -0.2528 3.5915  -0.7595
O3 -0.7972 -0.6150 2.5508  -0.4295
C7 -1.3990 0.4278 -2.1734  -0.0454
O4 -1.8301 0.5360 -3.3220  -0.7992
O5 -0.1779 0.5400 -1.8155  -0.5238
H1 -6.1692 0.0580 -1.2823  0.2972
H2 -4.1084 0.2254 -2.2810  0.4580
H3 -4.6723 -0.2517 1.9753  0.5940
O6 -0.3337 2.6042 -0.0880  -0.4214
C8 0.5637 3.4720 0.5485  -0.9375
C9 1.2797 2.8484 1.7290  0.5996
C10 2.0685 3.6112 2.5556  -0.6845
C11 2.7132 3.0215 3.6552  -0.4280
C12 2.4912 1.6532 3.8737  -0.7370
C13 1.6902 0.9533 3.0148  -0.5583
N2 1.0902 1.5235 1.9317  0.4623
H4 0.0825 2.1212 -0.8330  0.2414
H5 -0.0335 4.3171 0.9196  0.4306
H6 1.3093 3.8691 -0.1587  0.3190
H7 2.1609 4.6698 2.3592  0.4498
H8 3.3273 3.6098 4.3177  0.4250
H9 2.9268 1.1588 4.7303  0.4186
H10 1.4595 -0.0956 3.1704  0.4780
C14 2.9140 0.2700 -2.0634  -1.3700
Si1 2.6088 -0.3094 -0.2369  1.2309
C15 4.0531 0.5276 0.7766  -1.3660
C16 3.0739 -2.1794 -0.2045  0.1392
C17 4.3776 -2.6342 -0.3455  -0.6658
C18 4.6636 -3.9877 -0.3252  -0.5904
C19 3.6347 -4.9020 -0.1758  -0.6692
C20 2.3305 -4.4552 -0.0335  -0.7275
C21 2.0356 -3.0987 -0.0345  0.0730
Si2 0.2396 -2.4011 0.1327  1.5985
C22 -0.5456 -2.9198 -1.5642  -1.4171
C23 -0.6235 -3.5242 1.4512  -1.3360
H11 3.9101 -0.0009 -2.3975  0.4206
H12 2.8028 1.3445 -2.1613  0.3332
H13 2.1923 -0.1860 -2.7299  0.2880
H14 4.9756 0.4980 0.2045  0.4380
H15 4.2068 -0.0060 1.7080  0.3531
H16 3.8460 1.5624 1.0234  0.2888
H17 5.1829 -1.9225 -0.4611  0.2978
H18 5.6866 -4.3318 -0.4245  0.3732
H19 3.8517 -5.9632 -0.1694  0.3646
H20 1.5354 -5.1781 0.0889  0.2619
H21 -0.3817 -3.9794 -1.7405  0.4610
H22 -0.0912 -2.3699 -2.3820  0.3020
H23 -1.6140 -2.7291 -1.5923  0.3160
H24 -0.5035 -4.5727 1.1972  0.3880
H25 -1.6854 -3.3098 1.5120  0.3203
H26 -0.2039 -3.3606 2.4374  0.2822

Atomic forces in eV per Å
-2.8 -0.6 -2.1
0.4 0.0 0.0
0.2 -0.2 1.0
0.6 0.1 -0.3
-0.5 -0.2 1.3
-0.4 0.0 -0.9
0.2 -0.1 0.4
-0.6 0.1 -1.0
-0.7 0.2 -0.4
-0.2 0.0 0.2
1.9 0.1 -0.5
0.0 0.1 -0.6
0.0 -0.1 0.5
1.0 -0.3 1.2
0.0 0.0 0.1
0.1 0.0 -0.1
0.0 0.0 0.1
0.2 0.2 -0.1
-0.1 0.1 -0.2
-0.6 -1.5 -0.3
0.7 0.0 1.2
-0.9 -0.5 -0.9
0.5 1.0 0.5
-0.9 0.3 -0.9
1.3 0.8 1.0
-0.3 0.1 0.1
0.2 -0.1 0.0
-0.1 0.0 0.2
0.1 0.1 0.0
0.1 0.0 0.1
0.0 -0.1 0.0
0.1 0.1 0.0
-0.4 -0.2 0.8
0.6 -0.6 0.4
-0.7 -0.3 -0.5
-0.2 0.8 0.0
0.1 -0.1 0.0
0.2 -0.1 0.0
0.0 -0.2 0.0
0.1 -0.2 0.0
-0.6 0.3 0.1
0.7 -0.5 -0.4
0.2 0.5 0.7
0.3 0.8 -0.5
0.3 -0.1 0.1
0.0 0.3 0.0
-0.2 -0.1 -0.1
0.2 0.0 -0.1
0.1 -0.2 0.2
-0.1 0.3 0.0
0.2 0.1 0.0
0.0 0.0 0.0
0.0 -0.1 0.0
-0.1 -0.1 0.0
0.0 -0.2 0.1
0.1 0.2 -0.1
-0.3 0.0 0.0
0.1 -0.2 -0.2
-0.3 0.1 0.0
0.1 0.1 0.2

=====

No. 3
Below is one molecule with the formula C5H9NO at a distorted geometry, with properties calculated with ωB97M-V/def2-TZVPD.

Output
Total energy   -325.8851 hartree
Frontier orbital gap   9.958 eV
Structure (SMILES)   O=C[C@@H]1CCCN1
E_HOMO   -9.14 eV
Relative energy (zero: lowest compared OMol25 entry of this formula, charge and spin)   32.89 kcal per mole
Net charge   0

Last column: Mulliken charge in e.
Atoms and positions in Å:
O1 -1.3703 1.3748 -2.0583  -0.4858
C1 -0.5325 0.5123 -1.9259  -0.2133
C2 -0.5479 -0.4523 -0.7713  0.1029
C3 -1.0228 0.2052 0.5549  -0.6443
C4 0.2173 0.3808 1.4491  -0.4494
C5 1.3791 -0.1662 0.5763  -0.6959
N1 0.7876 -0.9832 -0.4748  -0.4965
H1 0.2204 0.4460 -2.7303  0.3913
H2 -1.1927 -1.2936 -1.0195  0.3778
H3 -1.4060 1.1966 0.3186  0.3008
H4 -1.7738 -0.4154 1.0326  0.3117
H5 0.2625 1.4187 1.7571  0.3488
H6 0.1379 -0.2418 2.3426  0.2196
H7 2.1831 -0.7431 1.0206  0.4353
H8 1.8698 0.7100 0.1347  0.2065
H9 0.7882 -1.9488 -0.2065  0.2903

Atomic forces in eV per Å
0.1 -0.2 0.3
-0.7 0.8 -0.7
0.8 -0.6 1.3
0.0 0.4 -0.4
0.0 -1.3 0.1
0.1 1.1 -0.5
0.1 0.4 -0.5
0.4 -0.5 0.3
-0.2 0.1 -0.4
-0.5 -0.2 0.1
-0.2 0.1 0.0
0.6 0.1 0.0
-0.1 0.1 0.1
-0.1 0.0 0.6
0.1 -0.1 -0.2
-0.3 -0.3 0.0